No. 1
Formula: C44H78ClN12O8V
Source: OMol25
Level of theory: the ωB97M-V functional and the def2-TZVPD basis

Computed properties:
total charge: +4
highest occupied orbital energy (spin up / spin down): -15.539 / -15.546 eV
multiplicity: 3

Geometry (Å):
V: 19.49963 3.97816 -31.11836
C: 20.19996 2.56935 -40.50896
C: 21.17744 3.69517 -40.31419
N: 20.88674 4.43263 -39.14448
C: 19.64345 4.85419 -38.70094
C: 19.74335 5.51079 -37.57617
N: 21.04775 5.67516 -37.26683
C: 21.81275 4.86790 -38.20330
C: 21.53696 6.46650 -36.12536
H: 20.04577 2.03435 -39.57188
H: 20.46411 2.00532 -41.40350
H: 19.21284 2.97371 -40.73300
H: 20.98693 4.46935 -41.05746
H: 22.22085 3.38657 -40.24970
H: 18.73747 4.68065 -39.26262
H: 19.01409 5.94830 -36.91047
H: 22.88020 4.73464 -38.10733
H: 20.86843 6.24441 -35.29358
H: 21.34545 7.53328 -36.24114
H: 22.61257 6.33737 -36.00513
C: 11.59651 -0.78308 -29.63175
C: 12.63693 0.39417 -29.56467
N: 13.92376 -0.06438 -30.06348
C: 14.16919 -0.88031 -31.16303
C: 15.54498 -1.13959 -31.18064
N: 16.15539 -0.26837 -30.27428
C: 15.16389 0.46576 -29.69739
C: 17.56330 -0.09865 -30.11290
H: 10.55728 -0.53950 -29.41090
H: 11.81600 -1.70625 -29.09539
H: 11.61096 -1.06522 -30.68451
H: 12.80499 0.61095 -28.50975
H: 12.35065 1.30151 -30.09655
H: 13.36065 -1.25138 -31.77539
H: 16.03104 -1.74190 -31.93388
H: 15.39351 1.09700 -28.85169
H: 17.80113 0.67145 -30.84672
H: 18.11270 -0.95082 -30.51298
H: 17.94431 0.06311 -29.10455
C: 24.20204 7.67921 -29.38924
C: 22.92929 7.47575 -30.27702
N: 21.91951 8.45836 -29.93681
C: 21.70680 9.71941 -30.48889
C: 20.42432 10.15162 -30.06850
N: 19.94411 9.14446 -29.13036
C: 20.88018 8.18955 -29.03889
C: 18.68975 9.17385 -28.51124
H: 24.56745 8.70477 -29.33647
H: 24.96423 7.05446 -29.85489
H: 23.96241 7.44539 -28.35193
H: 22.57667 6.46570 -30.06827
H: 23.12684 7.63431 -31.33718
H: 22.39335 10.10124 -31.23001
H: 19.65135 10.72248 -30.56147
H: 20.86639 7.37148 -28.33392
H: 18.50969 8.24747 -27.96579
H: 18.02421 9.23739 -29.37212
H: 18.69790 9.92833 -27.72462
C: 24.04484 1.67259 -33.38980
C: 24.99257 2.26307 -34.47317
N: 25.85904 3.29263 -33.92337
C: 27.12645 3.10882 -33.35330
C: 27.56682 4.28195 -32.87470
N: 26.64890 5.24189 -33.06829
C: 25.58038 4.65920 -33.66116
C: 26.69609 6.62224 -32.58935
H: 23.36505 0.97798 -33.88328
H: 23.40397 2.44724 -32.96874
H: 24.53940 1.11976 -32.59113
H: 24.31375 2.70195 -35.20441
H: 25.62872 1.46551 -34.85699
H: 27.64227 2.16675 -33.46660
H: 28.50032 4.60228 -32.43610
H: 24.69048 5.16653 -34.00333
H: 27.42355 7.12509 -33.22658
H: 26.96375 6.77769 -31.54422
H: 25.75514 7.14380 -32.76452
C: 13.03414 5.23359 -30.13100
C: 14.45840 4.55412 -30.10685
N: 14.96769 4.45620 -28.77662
C: 14.34428 3.78420 -27.71710
C: 15.11220 3.67081 -26.53523
N: 16.33161 4.23659 -26.93029
C: 16.23637 4.69142 -28.24865
C: 17.38935 4.32281 -25.98903
H: 12.55084 5.31072 -31.10495
H: 12.92180 6.21157 -29.66298
H: 12.31532 4.75701 -29.46445
H: 15.15676 5.11720 -30.72599
H: 14.34987 3.52318 -30.44374
H: 13.36797 3.35065 -27.87604
H: 14.99625 3.26327 -25.54181
H: 17.01754 5.11091 -28.86525
H: 17.79172 3.36786 -25.65099
H: 17.05236 4.92248 -25.14350
H: 18.22672 4.77944 -26.51667
C: 20.85393 1.19291 -36.69062
C: 20.15531 1.86775 -35.55904
N: 18.75165 1.48528 -35.56491
C: 18.22471 0.31670 -35.01032
C: 16.90076 0.27685 -35.22002
N: 16.57710 1.36868 -35.94200
C: 17.73352 2.03724 -36.28061
C: 15.21129 1.58107 -36.45355
H: 21.94062 1.14733 -36.61891
H: 20.47656 1.61236 -37.62323
H: 20.50665 0.16442 -36.78911
H: 20.21471 2.93736 -35.35776
H: 20.56573 1.50417 -34.61698
H: 18.81663 -0.28045 -34.33250
H: 16.15053 -0.34098 -34.74899
H: 17.85116 2.89992 -36.91962
H: 14.56600 0.79439 -36.06262
H: 15.16279 1.78845 -37.52254
H: 14.75935 2.41941 -35.92342
C: 18.53023 7.79378 -32.50593
C: 18.11168 7.00975 -31.23107
O: 17.07929 7.27056 -30.69394
O: 18.77523 6.01798 -30.84786
H: 19.01056 7.19009 -33.27596
H: 19.03323 8.74304 -32.32157
H: 17.63749 8.14435 -33.02382
C: 21.08525 3.64238 -27.24951
C: 20.46468 3.82351 -28.70296
O: 19.24477 3.72969 -28.94398
O: 21.14367 4.25480 -29.66431
H: 20.82338 4.33410 -26.44885
H: 22.15169 3.86169 -27.30124
H: 20.76147 2.61471 -27.08472
C: 15.71493 3.07948 -32.90159
C: 17.15722 3.27186 -32.31125
O: 17.39759 3.36806 -31.09669
O: 18.20483 3.45422 -32.87026
H: 15.01492 3.88713 -32.68761
H: 15.43707 2.02790 -32.83029
H: 15.80036 3.07211 -33.98822
C: 21.56966 0.36686 -30.05435
C: 20.60549 0.74515 -31.17300
O: 20.13499 1.90408 -31.32120
O: 20.45298 -0.02365 -32.07172
H: 21.36829 1.09274 -29.26653
H: 22.58834 0.40956 -30.43979
H: 21.35549 -0.61772 -29.63862
Cl: 21.20424 5.06315 -32.85764


No. 2
Formula: C3H6N2O2
Source: OMol25
Level of theory: the ωB97M-V functional and the def2-TZVPD basis

Computed properties:
ΔE to the lowest compared entry with this formula, charge and spin: 5.435 eV
highest occupied orbital energy: -10.191 eV
SMILES: CO[C@@H]1CON=N1

Geometry (Å):
C: -0.07187 0.13802 1.96098
O: -0.56476 -0.49980 0.82553
C: 0.39013 -0.71226 -0.56912
C: 0.30742 0.64636 -1.25306
O: -0.94970 0.52969 -1.92125
N: -1.40733 -0.74647 -1.74720
N: -0.54789 -1.49852 -1.23679
H: 0.49462 1.06116 1.75046
H: -0.94164 0.45251 2.55531
H: 0.56570 -0.53752 2.55122
H: 1.35434 -1.18660 -0.38416
H: 1.10958 0.86799 -1.97148
H: 0.26142 1.48545 -0.56044